# 1
Computed, not measured: a molecular structure, C28H41CoF5N2P3, with the ωB97M-V functional and the def2-TZVPD basis.

As for the expectation value of S²: 3.76. Its strongest force on any atom is 0.01330 hartree/bohr. Its net charge is +1. The value obtained for the orbital gap (alpha / beta) is 8.28 / 7.79 eV. As for the multiplicity: 4.

Geometry as XYZ:
```
80
Properties=species:S:1:pos:R:3:lowdin_charge:R:1
Co -0.473 0.161 0.200 0.56
P -1.996 2.279 0.672 0.88
P -2.797 0.309 -1.609 0.89
P 2.257 -0.683 0.273 1.09
F 0.309 -0.144 -2.532 0.02
F 0.328 -2.028 -4.421 0.13
F -1.764 -5.021 -1.474 0.13
F -0.729 -4.479 -3.920 0.14
F -1.738 -3.180 0.461 0.05
N 0.012 0.558 2.308 -0.05
N 0.108 0.462 4.492 0.09
C 0.689 1.671 2.782 -0.17
C 3.290 0.812 0.662 -0.55
C -0.718 -3.552 -2.968 -0.15
C 3.010 -1.525 -1.202 -0.51
C 1.291 -2.755 1.916 -0.12
C -5.171 3.590 -2.430 -0.06
C 0.758 1.624 4.136 -0.05
C -1.203 -2.841 -0.741 -0.28
C 3.779 -2.540 1.939 -0.10
C -0.176 -2.301 -3.218 -0.19
C 2.461 -1.771 1.768 -0.52
C -3.609 1.938 -1.611 -0.38
C -0.321 -0.145 3.372 -0.18
C -3.328 2.753 -0.507 -0.38
C -4.029 3.951 -0.349 -0.09
C 2.485 -2.964 -1.360 -0.10
C -4.513 2.379 -2.579 -0.07
C -0.176 -1.376 -2.200 -0.35
C -4.949 4.365 -1.298 -0.06
C 4.697 0.688 1.256 -0.10
C -1.240 -3.822 -1.721 -0.15
C -3.055 -0.340 -3.290 -0.24
C -0.672 -1.591 -0.923 -0.18
C -4.028 -0.677 -0.670 -0.23
C -1.077 3.867 0.819 -0.25
C 4.535 -1.526 -1.354 -0.09
C -2.879 2.228 2.272 -0.24
C 3.263 1.765 -0.541 -0.11
H -3.330 3.198 2.481 0.05
H 3.109 -3.662 -0.801 0.08
H -0.607 3.945 1.797 0.03
H 2.695 1.270 1.453 0.05
H -2.703 -1.373 -3.314 0.04
H 5.418 0.246 0.574 0.07
H 1.208 2.286 4.857 0.13
H -5.486 5.295 -1.161 0.11
H -0.308 3.930 0.047 0.05
H 4.946 -0.531 -1.523 0.06
H -4.064 -0.352 0.372 0.03
H -0.025 0.121 5.429 0.17
H 1.454 -3.094 -1.029 0.04
H -3.667 1.475 2.238 0.05
H -3.861 4.581 0.519 0.10
H 1.086 2.422 2.120 0.10
H 2.253 1.892 -0.944 0.06
H 2.403 -1.033 2.580 0.09
H 0.320 -2.302 1.722 0.02
H 1.281 -3.186 2.923 0.09
H 3.640 2.751 -0.255 0.08
H 4.662 -1.915 1.831 0.05
H 5.062 1.688 1.507 0.08
H 4.791 -2.131 -2.230 0.09
H -2.188 1.979 3.081 0.02
H -5.867 3.926 -3.190 0.11
H 2.541 -3.260 -2.410 0.09
H -5.021 -0.565 -1.105 0.06
H 2.608 -0.931 -2.028 0.09
H -3.741 -1.730 -0.687 0.04
H -2.481 0.235 -4.017 0.06
H 5.036 -1.971 -0.496 0.07
H -1.753 4.708 0.692 0.04
H 4.696 0.110 2.180 0.06
H -0.864 -1.079 3.372 0.14
H 3.812 -2.984 2.939 0.09
H 3.891 1.404 -1.359 0.07
H 3.853 -3.360 1.226 0.07
H 1.392 -3.584 1.212 0.08
H -4.111 -0.329 -3.561 0.05
H -4.715 1.770 -3.452 0.10
```

# 2
Computed, not measured: a molecular structure, C5H17MoN3OS3Sb, with the ωB97M-V functional and the def2-TZVPD basis.

As for the expectation value of S²: 3.78. Its strongest force on any atom is 0.05323 hartree/bohr. Its net charge is +2. The value obtained for the orbital gap (alpha / beta) is 6.57 / 6.93 eV. As for the multiplicity: 4. The value obtained for the energy above the lowest of the compared OMol25 structures with the same formula, charge and spin is 22.5 kcal per mole.

Geometry as XYZ:
```
31
Properties=species:S:1:pos:R:3:lowdin_charge:R:1
Sb -3.521 -1.406 -1.245 0.60
Mo -0.876 -0.290 -0.215 0.87
S -4.134 0.561 -2.565 0.13
S -1.326 -1.165 -2.307 0.03
S -2.765 -0.504 1.053 0.04
O -1.557 1.769 -0.695 -0.37
N 1.147 0.225 -1.171 -0.07
N -0.273 -2.312 0.452 -0.12
N 0.480 0.328 1.545 -0.15
C -1.499 2.370 -2.069 -0.12
C 1.654 1.117 1.004 -0.18
C 2.227 0.408 -0.143 -0.21
C 0.914 -2.206 1.370 -0.19
C 0.846 -0.947 2.270 -0.15
H 0.935 1.125 -1.564 0.08
H 2.505 -0.587 0.151 0.09
H -0.595 2.958 -2.017 0.09
H -2.505 1.875 -0.329 0.10
H 1.522 -0.338 -1.949 0.12
H 0.124 -1.029 3.150 0.15
H -2.302 3.022 -2.301 0.07
H 1.295 2.154 0.810 0.14
H -0.048 0.904 2.147 0.10
H 0.978 -3.138 1.963 0.15
H -0.988 -2.797 1.003 0.09
H 2.461 1.242 1.796 0.16
H -1.491 1.657 -2.919 0.05
H 1.814 -2.143 0.765 0.10
H 1.879 -0.771 2.751 0.16
H 3.137 0.966 -0.538 0.17
H -0.037 -3.050 -0.203 0.10
```

# 3
Computed, not measured: 2 unconnected molecules or ions with the total composition C20H36ClSi3, with the ωB97M-V functional and the def2-TZVPD basis.

Its strongest force on any atom is 0.03353 hartree/bohr. Its net charge is +1. The value obtained for the orbital gap is 6.23 eV.

Geometry as XYZ:
```
60
Properties=species:S:1:pos:R:3:lowdin_charge:R:1
Cl -0.557 4.412 4.477 0.71
Si 2.056 -1.263 -1.671 0.44
Si -0.890 -0.184 -1.923 0.89
Si 1.379 1.868 -1.249 0.44
C -1.549 -0.925 1.922 -0.29
C -2.972 -1.409 1.569 -0.13
C -2.203 1.179 -1.917 -0.16
C 0.010 1.818 4.023 -0.09
C -1.462 -3.282 1.870 -0.07
C 1.668 -2.673 -2.846 -0.18
C -2.107 2.630 3.167 -0.09
C -1.576 -1.893 -2.348 -0.16
C -1.433 0.330 2.762 -0.20
C 0.913 0.224 -2.166 -0.46
C 0.998 1.884 0.592 -0.16
C -0.775 -2.176 2.256 -0.06
C 3.862 -0.841 -1.949 -0.18
C 0.429 3.266 -2.062 -0.18
C 3.192 2.278 -1.491 -0.17
C -0.917 2.858 3.868 -0.70
C 1.869 -1.895 0.084 -0.16
C -2.361 1.372 2.608 -0.04
C -2.872 -2.953 1.425 -0.17
C -0.245 0.559 3.474 -0.04
H -3.256 1.232 1.995 0.11
H 0.508 -0.225 3.518 0.11
H -2.307 1.642 -0.911 0.05
H 0.948 1.993 4.558 0.11
H 1.050 4.169 -1.966 0.04
H -2.657 -1.757 -2.540 0.05
H -3.675 -1.119 2.356 0.12
H -3.096 -3.305 0.405 0.10
H 0.267 -2.162 2.609 0.11
H -1.093 -4.316 1.892 0.11
H -1.097 -0.590 1.012 0.09
H 4.372 -1.784 -2.191 0.04
H 0.850 -2.197 0.357 0.00
H 3.842 1.852 -0.720 0.04
H -0.017 1.555 0.846 0.01
H -0.540 3.472 -1.600 0.03
H 1.705 1.282 1.179 0.04
H -1.452 -2.603 -1.502 0.05
H -3.341 -0.988 0.623 0.10
H -2.821 3.441 3.056 0.11
H -1.099 -2.301 -3.255 0.05
H 2.500 -2.795 0.162 0.06
H 1.364 -2.309 -3.833 0.04
H 0.268 3.078 -3.130 0.04
H 2.595 -3.251 -2.969 0.04
H 4.349 -0.417 -1.063 0.04
H 1.089 2.922 0.950 0.06
H 2.223 -1.184 0.844 0.04
H 1.054 0.400 -3.256 0.07
H 3.276 3.373 -1.433 0.04
H -3.160 0.690 -2.180 0.05
H -1.980 1.958 -2.664 0.05
H 0.893 -3.352 -2.477 0.03
H 4.015 -0.155 -2.790 0.03
H -3.602 -3.400 2.118 0.12
H 3.568 1.966 -2.474 0.03
```

# 4
Computed, not measured: a molecular structure, C31H47ClInO2P2, with the ωB97M-V functional and the def2-TZVPD basis.

Its strongest force on any atom is 0.06619 hartree/bohr. Its net charge is +1. The value obtained for the orbital gap (alpha / beta) is 6.07 / 5.28 eV. The value obtained for the energy above the lowest of the compared OMol25 structures with the same formula, charge and spin is 0.0 kcal per mole.

Geometry as XYZ:
```
84
Properties=species:S:1:pos:R:3:lowdin_charge:R:1
In -0.871 1.019 -0.365 0.79
Cl -1.617 6.336 6.285 0.72
P 1.492 1.560 -1.723 0.81
P -1.389 0.460 -2.730 0.75
O -0.053 2.269 1.284 -0.14
O -2.271 2.133 1.036 -0.10
C 0.996 1.353 -6.530 -0.15
C 0.602 -0.856 2.399 -0.22
C -0.729 -1.312 2.153 -0.25
C -1.528 5.387 4.864 -0.67
C 1.468 -1.539 1.508 -0.20
C -1.107 -1.126 -7.733 -0.18
C -0.423 1.625 -3.789 -0.40
C -1.326 1.945 -7.519 -0.18
C -1.834 -3.029 0.582 -0.02
C 2.939 -1.385 1.455 -0.03
C -2.627 4.068 3.153 0.00
C 1.205 -3.373 -0.286 -0.05
C 1.021 0.080 -6.943 -0.10
C -3.137 0.886 -3.000 -0.24
C -1.371 3.724 2.635 -0.15
C 0.730 2.423 -3.166 -0.38
C -1.944 -0.380 -6.744 -0.13
C -1.236 -1.178 -3.480 -0.21
C 0.050 2.424 -6.985 -0.18
C 2.826 0.528 -2.427 -0.23
C -1.243 2.661 1.598 -0.58
C 0.261 -0.487 -8.099 -0.19
C 1.012 0.026 3.505 -0.03
C -1.915 -0.945 2.946 -0.04
C -0.277 5.109 4.293 -0.08
C -0.679 -2.269 1.105 -0.20
C -2.038 0.958 -6.652 -0.12
C -2.710 4.905 4.273 -0.08
C 0.684 -2.421 0.717 -0.23
C -0.206 4.304 3.153 -0.01
C 2.485 2.813 -0.849 -0.25
H -3.316 1.105 -4.063 0.03
H -2.632 -1.013 -6.172 0.10
H 3.427 -1.928 2.275 0.10
H 1.114 -0.549 4.445 0.10
H 3.340 -1.781 0.517 0.07
H 1.533 2.584 -3.904 0.08
H -2.840 -1.194 2.415 0.08
H -0.916 -2.140 -7.347 0.11
H 0.874 -1.300 -8.518 0.12
H 0.388 3.412 -2.822 0.10
H 0.274 0.819 3.682 0.08
H -3.744 0.017 -2.701 0.07
H 0.125 0.249 -8.902 0.11
H -1.669 -1.263 -8.674 0.13
H 1.724 -0.627 -6.482 0.11
H -1.217 1.585 -8.551 0.11
H -2.129 -3.839 1.268 0.11
H 1.610 -4.280 0.189 0.09
H -1.909 -1.517 3.890 0.10
H 3.417 1.117 -3.141 0.06
H 0.528 3.026 -7.776 0.13
H -3.672 5.168 4.702 0.11
H -1.161 2.306 -4.236 0.08
H -0.029 0.992 -4.601 0.05
H -1.599 -3.493 -0.383 0.07
H -0.230 -1.593 -3.345 0.06
H 3.173 3.305 -1.552 0.06
H 1.986 0.487 3.298 0.08
H 3.477 0.219 -1.592 0.05
H 2.021 -2.923 -0.868 0.07
H -2.790 1.405 -5.991 0.09
H 1.773 1.706 -5.840 0.09
H -1.964 2.842 -7.570 0.12
H 1.839 3.549 -0.361 0.04
H 0.755 4.110 2.666 0.12
H 2.420 -0.366 -2.917 0.04
H 0.414 -3.695 -0.972 0.06
H 3.224 -0.331 1.550 0.07
H -2.706 -2.374 0.461 0.08
H -1.455 -1.112 -4.552 0.02
H 0.625 5.508 4.758 0.11
H -3.418 1.750 -2.391 0.05
H -1.932 0.122 3.207 0.08
H -1.974 -1.839 -3.006 0.06
H -0.125 3.115 -6.141 0.10
H 3.067 2.281 -0.084 0.05
H -3.529 3.681 2.683 0.12
```

> Among the records above, which one has the highest strongest force on any atom?

C31H47ClInO2P2

> What is the strongest force on any atom in the fourth record?

0.06619 hartree/bohr

> Which value of net charge does entry 1 give?

+1